1.
C10H16INO5PtS2 | ωB97M-V/def2-TZVPD

```
! wB97M-V def2-TZVPD RIJCOSX def2/J DEFGRID3
* xyz 0 1
Pt -0.090 0.351 0.091
C 3.129 0.335 -1.090
S 2.508 1.242 0.362
C 3.152 0.189 1.692
H 4.214 0.289 -1.052
H 2.808 0.903 -1.959
H 2.693 -0.660 -1.102
H 2.809 -0.827 1.557
H 2.736 0.579 2.614
H 4.236 0.246 1.701
C -1.918 4.010 -0.719
O -1.620 2.619 -0.530
C -0.348 2.275 -0.566
O 0.558 3.035 -0.832
H -3.000 4.100 -0.772
H -1.450 4.346 -1.645
H -1.528 4.591 0.118
I -1.043 -0.717 -2.330
C -0.383 -2.311 -1.042
C -1.125 -3.464 -0.905
C -0.596 -4.456 -0.096
C 0.645 -4.256 0.492
C 1.290 -3.049 0.280
N 0.781 -2.078 -0.470
H -2.089 -3.567 -1.376
H -1.161 -5.359 0.076
H 1.098 -5.021 1.105
H 2.259 -2.840 0.716
C -1.691 -0.907 3.857
S -1.247 -0.584 2.138
O -1.918 0.654 1.775
O 0.237 -0.407 2.142
O -1.622 -1.731 1.333
H -1.320 -0.064 4.420
H -1.241 -1.835 4.179
H -2.768 -0.958 3.911
*
```

Values from the calculation:
**M**: 616.4 g mol⁻¹
**Energy**: -2034.90975 a.u.
**HOMO energy**: -7.61 eV
**ΔE to the lowest compared entry with this formula, charge and spin**: 312.21 kJ/mol

Here are the Löwdin charges for atoms 1 to 6, given in e: atom 1 (Pt): 0.69, atom 2 (C): -0.36, atom 3 (S): 0.83, atom 4 (C): -0.37, atom 5 (H): 0.04, atom 6 (H): 0.04

---

2.
C2H4N2O | ωB97M-V/def2-TZVPD

```
! wB97M-V def2-TZVPD RIJCOSX def2/J DEFGRID3
* xyz 0 1
C 0.424 1.673 -0.052
C -0.756 -0.451 0.287
N -0.161 0.731 0.589
N 0.254 -1.652 0.124
O -1.910 -0.854 0.193
H 0.785 2.539 0.502
H 0.588 1.869 -1.112
H 1.097 -1.394 -0.350
H -0.322 -2.459 -0.181
*
```

Values from the calculation:
**M**: 72.1 g mol⁻¹
**Energy**: -263.31395 a.u.
**SMILES**: C=NC(N)=O
**HOMO energy**: -9.66 eV
**ΔE to the lowest compared entry with this formula, charge and spin**: 129.50 kJ/mol

Here are the Löwdin charges for atoms 1 to 6, given in e: atom 1 (C): 0.03, atom 2 (C): -0.51, atom 3 (N): 0.09, atom 4 (N): 0.08, atom 5 (O): 0.03, atom 6 (H): 0.07

---

3.
C19H21FN2O3S | ωB97M-V/def2-TZVPD

```
! wB97M-V def2-TZVPD RIJCOSX def2/J DEFGRID3
* xyz 0 1
O -2.709 -1.005 -2.095
C -2.237 -1.636 -1.158
N -0.917 -1.856 -1.040
C -0.198 -2.457 0.061
H -0.872 -2.797 0.841
C 0.753 -1.427 0.677
N 1.648 -0.903 -0.339
C 2.860 -0.353 0.060
C 3.780 -1.111 0.797
C 5.016 -0.631 1.170
C 5.395 0.647 0.793
C 4.518 1.419 0.053
C 3.274 0.931 -0.303
H 2.602 1.566 -0.859
H 4.799 2.418 -0.245
H 6.363 1.029 1.074
H 5.675 -1.270 1.736
F 3.468 -2.384 1.154
C 0.910 -0.271 -1.409
H 1.608 0.079 -2.171
C -0.017 -1.313 -2.037
H -0.618 -0.864 -2.829
H 0.583 -2.132 -2.448
H 0.307 0.575 -1.046
H 1.321 -1.906 1.471
H 0.146 -0.622 1.118
H 0.381 -3.304 -0.325
C -3.160 -2.172 -0.097
H -2.837 -3.084 0.392
H -4.158 -2.296 -0.508
S -3.325 -0.893 1.212
O -2.031 -0.723 1.819
O -4.398 -1.309 2.073
C -3.833 0.650 0.352
C -2.677 1.576 0.246
C -2.129 2.130 1.399
C -1.021 2.954 1.320
C -0.458 3.247 0.089
C -1.006 2.709 -1.063
C -2.105 1.869 -0.986
H -2.516 1.430 -1.882
H -0.576 2.940 -2.027
H 0.406 3.893 0.029
H -0.595 3.370 2.221
H -2.569 1.901 2.357
H -4.637 1.040 0.973
H -4.211 0.346 -0.620
*
```

Values from the calculation:
**M**: 376.5 g mol⁻¹
**Energy**: -1569.90534 a.u.
**SMILES**: O=C(CS(=O)(=O)Cc1ccccc1)N1CCN(c2ccccc2F)CC1
**HOMO energy**: -8.08 eV
**ΔE to the lowest compared entry with this formula, charge and spin**: 63.11 kJ/mol

Here are the Löwdin charges for atoms 1 to 6, given in e: atom 1 (O): 0.03, atom 2 (C): -0.50, atom 3 (N): -0.03, atom 4 (C): -0.11, atom 5 (H): 0.11, atom 6 (C): -0.12

---

4.
C23H50NO12P2S | ωB97M-V/def2-TZVPD

```
! wB97M-V def2-TZVPD RIJCOSX def2/J DEFGRID3
* xyz 1 1
C 1.545 -0.910 -7.684
C 2.652 -0.026 -8.179
O 2.623 1.153 -8.169
O 3.816 -0.670 -8.698
C 4.812 -1.011 -7.868
O 5.912 -1.241 -8.280
C 4.500 -1.148 -6.377
S 6.042 -1.419 -5.478
C 5.535 -2.383 -4.020
C 6.317 -2.002 -2.764
C 6.112 -0.511 -2.410
C 6.097 -0.313 -0.901
N 6.202 1.091 -0.471
C 5.440 1.309 0.781
C 5.714 1.999 -1.479
C 6.767 2.681 -2.325
O 4.548 2.235 -1.621
H 1.638 -1.051 -6.606
H 1.629 -1.900 -8.130
H 0.592 -0.453 -7.928
H 3.892 -2.038 -6.211
H 3.988 -0.287 -5.947
H 6.345 -0.195 -5.015
H 4.485 -2.135 -3.855
H 5.612 -3.428 -4.317
H 5.905 -2.610 -1.959
H 7.383 -2.177 -2.907
H 5.176 -0.174 -2.869
H 6.941 0.058 -2.838
H 6.960 -0.858 -0.504
H 5.206 -0.777 -0.460
H 6.032 0.895 1.596
H 5.323 2.380 0.905
H 4.468 0.810 0.755
H 7.760 2.449 -1.954
H 6.647 2.346 -3.357
H 6.604 3.755 -2.275
O -1.494 1.529 2.960
P -0.396 0.548 2.734
O 0.158 0.505 4.304
C -0.719 0.511 5.428
C -1.275 -0.850 5.797
O 0.771 1.434 2.059
C 0.454 2.731 1.529
C 0.557 3.804 2.595
O 0.363 -0.816 2.379
C 0.094 -2.075 2.999
C -1.285 -2.619 2.675
H -1.536 1.215 5.263
H -0.127 0.892 6.262
H -1.862 -1.274 4.979
H -1.926 -0.763 6.667
H -0.477 -1.551 6.046
H -0.533 2.719 1.069
H 1.175 2.938 0.737
H 0.062 3.500 3.516
H 0.107 4.734 2.246
H 1.602 3.998 2.840
H 0.274 -2.002 4.069
H 0.852 -2.754 2.608
H -2.049 -1.839 2.735
H -1.550 -3.422 3.362
H -1.313 -3.022 1.662
O -7.425 -1.429 2.635
P -7.293 -0.320 1.685
O -6.778 1.010 2.420
C -5.891 0.948 3.544
C -4.438 0.807 3.147
O -8.763 0.118 1.230
C -9.925 -0.526 1.758
C -10.394 0.129 3.042
O -6.718 -0.147 0.218
C -5.325 -0.043 -0.083
C -4.557 -1.324 0.197
H -6.185 0.139 4.215
H -6.030 1.883 4.086
H -4.275 -0.111 2.578
H -3.799 0.781 4.029
H -4.113 1.649 2.538
H -9.740 -1.589 1.903
H -10.695 -0.437 0.991
H -9.564 0.296 3.728
H -11.139 -0.493 3.539
H -10.843 1.101 2.835
H -4.897 0.820 0.429
H -5.275 0.181 -1.148
H -4.848 -1.769 1.150
H -3.484 -1.125 0.212
H -4.752 -2.065 -0.579
*
```

Values from the calculation:
**M**: 626.7 g mol⁻¹
**Energy**: -2944.72547 a.u.
**HOMO energy**: -11.47 eV

Here are the Löwdin charges for atoms 1 to 6, given in e: atom 1 (C): 0.04, atom 2 (C): -0.46, atom 3 (O): 0.21, atom 4 (O): 0.13, atom 5 (C): -0.51, atom 6 (O): 0.14

---

5.
C6H13P | ωB97M-V/def2-TZVPD

```
! wB97M-V def2-TZVPD RIJCOSX def2/J DEFGRID3
* xyz 0 1
C 0.278 0.764 1.201
C -2.194 -0.441 -3.576
C -1.132 -0.664 -2.870
C -0.871 0.575 0.359
C 2.095 -1.187 -0.094
C 1.073 1.113 3.764
P 1.675 1.068 1.920
H -3.155 -0.760 -3.138
H -2.044 -0.223 -4.632
H -0.075 -0.442 -3.375
H -1.199 -0.983 -1.867
H -1.560 -0.183 0.732
H -1.395 1.548 0.408
H -0.670 0.306 -0.648
H 1.770 -1.872 0.742
H 3.165 -1.355 -0.323
H 1.393 -0.743 -0.784
H 1.852 0.995 4.416
H 0.695 2.180 3.894
H 0.298 0.304 3.872
*
```

Values from the calculation:
**M**: 116.1 g mol⁻¹
**Energy**: -577.49977 a.u.
**HOMO energy (alpha / beta)**: -7.78 / -7.32 eV
**ΔE to the lowest compared entry with this formula, charge and spin**: 619.65 kJ/mol

Here are the Löwdin charges for atoms 1 to 6, given in e: atom 1 (C): -0.48, atom 2 (C): -0.09, atom 3 (C): -0.12, atom 4 (C): -0.18, atom 5 (C): -0.01, atom 6 (C): -0.34

---

6.
C3H5IO2S | ωB97M-V/def2-TZVPD

```
! wB97M-V def2-TZVPD RIJCOSX def2/J DEFGRID3
* xyz 0 1
C -0.853 -1.072 -0.088
C -1.516 0.078 0.671
C -0.682 0.398 -0.490
O 1.897 2.172 -0.667
O 1.800 -0.219 0.099
S 1.330 1.332 0.354
I 3.838 -0.607 0.119
H 0.031 -1.691 0.111
H -1.377 -1.577 -0.837
H -2.604 0.089 0.677
H -0.936 0.404 1.557
H -0.927 0.691 -1.506
*
```

Values from the calculation:
**M**: 232.0 g mol⁻¹
**Energy**: -963.50248 a.u.
**HOMO energy**: -8.72 eV
**ΔE to the lowest compared entry with this formula, charge and spin**: 264.41 kJ/mol

Here are the Löwdin charges for atoms 1 to 6, given in e: atom 1 (C): -0.15, atom 2 (C): -0.17, atom 3 (C): -0.20, atom 4 (O): -0.52, atom 5 (O): -1.08, atom 6 (S): 0.83